DFT (ωB97M-V/def2-TZVPD) results for C5H6O as an isolated structure in a non-equilibrium geometry.

Geometry as ORCA input:
```
! RIJCOSX wB97M-V def2-TZVPD def2/J DEFGRID3
* xyz 0 1
C 0.37765 1.30233 1.49323
C -0.46877 -0.36588 -0.08006
C -1.45019 -1.17718 -0.37715
C 0.75545 -0.43763 -0.77386
C 1.69683 -0.52953 -1.49294
H 0.79232 0.59285 2.59143
H -0.18160 2.37238 1.89118
H 1.40422 1.62685 0.71880
H -1.44731 -1.96066 -1.16938
H -2.35405 -1.18520 0.15610
H 2.49301 -0.67159 -2.29652
O -0.77155 0.80909 0.68664
*
```

The strongest force on any atom comes out at 4.57 eV/A. The HOMO-LUMO gap comes out at 10.03 eV.

Löwdin atomic charge list, values in e, 5 entries: number 1, C, carries -0.14; number 2, C, carries -0.40; number 3, C, carries 0.09; number 4, C, carries -0.14; number 5, C, carries 0.13

DFT (ωB97M-V/def2-TZVPD) results for C2H7NO2 as an isolated structure in a non-equilibrium geometry.

Geometry as ORCA input:
```
! RIJCOSX wB97M-V def2-TZVPD def2/J DEFGRID3
* xyz 0 1
C -0.58292 0.21167 0.30870
C -1.99981 -0.10573 0.60602
N 1.62558 -0.10320 0.42547
O 0.36170 -0.50325 0.79617
O -0.25129 1.23338 -0.46562
H 0.74530 1.19256 -0.47992
H 2.39823 -0.24838 -1.67046
H 2.25880 -0.73997 0.89962
H 2.51054 -0.39659 -2.44261
H -2.04670 -0.90908 1.33408
H -2.51498 -0.40954 -0.30525
H -2.50445 0.77814 0.99380
*
```

The strongest force on any atom comes out at 1.87 eV/A. The HOMO-LUMO gap comes out at 8.53 eV.

Löwdin atomic charge list, values in e, 5 entries: number 1, C, carries -0.42; number 2, C, carries 0.03; number 3, N, carries -0.09; number 4, O, carries -0.06; number 5, O, carries 0.12

DFT (ωB97M-V/def2-TZVPD) results for a 12-piece molecular cluster, C18H60O12 overall in a non-equilibrium geometry.

Geometry as ORCA input:
```
! RIJCOSX wB97M-V def2-TZVPD def2/J DEFGRID3
* xyz 0 1
C 7.63009 -3.59016 35.80938
C 9.12572 -3.62947 36.09639
C 9.96234 -2.89316 35.13385
O 9.38399 -3.24305 37.43630
H 7.32183 -2.55341 35.67435
H 7.17603 -4.05490 36.68457
H 7.26139 -4.05617 34.89561
H 9.34767 -4.67303 35.87315
H 10.02012 -1.83003 35.36736
H 9.59309 -2.94221 34.10948
H 10.97343 -3.30020 35.14563
H 9.25498 -4.04974 37.94050
C 6.95895 -7.24754 31.77939
C 7.89936 -7.35105 32.90853
C 7.97914 -8.71407 33.64067
O 9.23225 -6.97914 32.50974
H 6.85183 -8.20007 31.26042
H 7.35480 -6.48683 31.10655
H 6.01591 -6.79124 32.08033
H 7.49214 -6.51925 33.48333
H 8.58733 -8.68888 34.54486
H 8.22740 -9.48344 32.90954
H 6.96228 -8.92757 33.97006
H 9.86970 -7.07162 33.22157
C 12.82201 -7.41098 32.72993
C 12.54617 -6.96722 34.21940
C 12.69203 -5.44117 34.32328
O 11.21365 -7.17726 34.44392
H 11.97303 -7.11702 32.11274
H 12.91091 -8.49298 32.63258
H 13.68152 -6.93024 32.26277
H 13.35757 -7.50221 34.71288
H 13.68555 -5.08481 34.05121
H 12.30821 -5.12499 35.29323
H 11.97387 -5.00315 33.63010
H 11.17051 -7.91598 35.05550
C 4.44657 -9.79473 28.06023
O 5.45404 -8.86009 28.28397
H 4.76662 -10.52444 28.80402
H 3.51720 -9.31076 28.36046
H 4.36296 -10.09243 27.01502
H 6.19899 -9.14825 28.81653
C 5.74240 -11.36529 31.41909
O 6.36264 -12.37673 32.15977
H 4.81319 -11.05122 31.89451
H 6.30322 -10.45732 31.19739
H 5.37980 -11.78696 30.48164
H 5.92044 -13.21387 32.00088
C 7.62395 -11.41878 35.71557
O 8.34341 -12.56219 36.16765
H 8.36515 -10.64184 35.52823
H 6.87994 -11.59971 34.93979
H 7.01046 -11.02579 36.52631
H 8.38281 -13.00255 35.31551
C 5.07220 -7.94039 36.61650
O 4.62530 -7.68005 37.92000
H 5.36697 -8.97117 36.41980
H 4.21878 -7.76625 35.96116
H 5.95153 -7.34725 36.36537
H 3.93110 -8.31350 38.11604
C 9.10833 -6.95307 27.75266
O 9.56344 -5.84529 27.05196
H 9.21463 -6.88342 28.83522
H 8.06925 -7.04990 27.43796
H 9.56235 -7.87316 27.38470
H 8.95480 -5.69675 26.32456
C 4.24265 -5.70734 29.26479
O 3.77928 -5.11844 28.07201
H 5.18454 -5.29756 29.62950
H 3.52782 -5.59319 30.07971
H 4.20365 -6.77604 29.05397
H 3.68663 -4.17439 28.21964
C 10.06754 -8.13256 36.97338
O 10.82354 -9.02514 36.20757
H 9.97857 -7.10017 36.63521
H 9.06528 -8.53563 37.11863
H 10.48346 -8.02304 37.97494
H 10.95084 -9.91899 36.53379
C 5.33366 -4.08002 32.61544
O 6.11608 -4.04136 31.40712
H 4.33759 -4.51583 32.53791
H 5.74987 -4.80377 33.31620
H 5.17805 -3.13069 33.12793
H 6.77140 -4.72722 31.55466
C 9.41773 -3.94160 30.39141
O 8.48602 -4.42657 29.39166
H 10.45134 -4.17573 30.13659
H 9.28033 -2.86036 30.40287
H 9.15432 -4.33041 31.37505
H 8.89262 -4.82557 28.61895
*
```

As for the structure (SMILES): CC(C)O.CC(C)O.CC(C)O.CO.CO.CO.CO.CO.CO.CO.CO.CO. The strongest force on any atom comes out at 4.90 eV/A. The HOMO-LUMO gap comes out at 9.84 eV.

Löwdin atomic charge list, values in e, 5 entries: number 1, C, carries -0.04; number 2, C, carries -0.53; number 3, C, carries -0.05; number 4, O, carries -0.02; number 5, H, carries 0.08

DFT (ωB97M-V/def2-TZVPD) results for a 7-piece molecular cluster, C45H97BrF3INO21 overall.

Geometry as ORCA input:
```
! RIJCOSX wB97M-V def2-TZVPD def2/J DEFGRID3
* xyz 1 1
O 2.15774 -1.61736 4.61995
C 3.06794 -1.69329 3.87611
Br 3.09019 -0.65458 2.25281
C 4.26343 -2.56718 4.17820
C 5.14938 -3.05683 3.01248
O 6.45272 -2.49591 3.12101
C 7.47129 -3.32265 3.65785
C 8.56854 -2.45434 4.31627
C 8.55692 -0.96549 3.94162
O 9.42746 -0.26948 4.82248
C 9.13067 -0.73681 2.53744
F 8.84249 0.49276 2.10039
F 10.45864 -0.88694 2.53289
F 8.63235 -1.61975 1.64111
C 6.92919 -4.28576 4.70562
N 5.82476 -5.16456 4.13779
C 5.22332 -4.57070 2.89539
I 3.34498 -5.44270 2.43235
H 3.84556 -3.39219 4.76444
H 4.91336 -1.99232 4.84557
H 4.74592 -2.71271 2.05661
H 7.94373 -3.91257 2.86133
H 8.49915 -2.51188 5.40679
H 9.55503 -2.83889 4.04401
H 7.56284 -0.51983 3.99152
H 8.90510 0.20919 5.47654
H 6.53018 -3.76606 5.57891
H 7.72870 -4.94332 5.05335
H 6.18166 -6.09870 3.92934
H 5.08133 -5.30735 4.82597
H 5.87089 -4.84140 2.06116
C -4.09297 -0.05185 -0.20946
O -3.62480 0.08884 1.11153
C -4.52808 -0.39911 2.08729
C -3.79623 -0.75076 3.36131
O -3.06400 -1.96690 3.30959
C -1.87519 -1.99460 2.54171
C -0.69649 -1.28744 3.16697
O -0.83820 0.11699 3.05573
C -0.25524 0.83956 4.11743
H -4.95658 0.59677 -0.39605
H -3.28138 0.23950 -0.87454
H -4.37015 -1.09031 -0.42808
H -5.06032 -1.28222 1.71329
H -5.26679 0.38103 2.31552
H -4.54740 -0.91347 4.13669
H -3.16425 0.08057 3.67852
H -2.04593 -1.62559 1.52904
H -1.61638 -3.05579 2.47248
H 0.22042 -1.58813 2.63713
H -0.60707 -1.58743 4.21678
H -0.64079 0.49994 5.08549
H -0.52385 1.88561 3.98204
H 0.83592 0.74923 4.11712
C 1.16817 6.34714 -1.42489
O 2.43290 5.88206 -1.00372
C 2.96032 6.62377 0.08168
C 3.94132 5.79734 0.87981
O 3.34050 4.83802 1.73807
C 2.78147 3.68033 1.14990
C 3.79592 2.64172 0.72884
O 4.46729 3.01600 -0.45657
C 5.78258 2.51769 -0.53322
H 1.23467 7.35828 -1.84005
H 0.80813 5.66626 -2.19384
H 0.45224 6.35120 -0.59439
H 2.15504 6.96660 0.74228
H 3.48515 7.50564 -0.31000
H 4.46584 6.47791 1.55362
H 4.68437 5.33907 0.22402
H 2.11705 3.92981 0.32024
H 2.17288 3.23048 1.93951
H 3.26347 1.69543 0.54525
H 4.51239 2.48560 1.54574
H 6.37321 2.82109 0.33902
H 6.23975 2.93688 -1.42699
H 5.79335 1.42300 -0.61040
C -3.38434 -4.59699 -0.80475
O -2.32939 -4.31441 -1.69657
C -1.36857 -3.43203 -1.15199
C -0.01885 -3.61786 -1.80225
O 0.69099 -4.76919 -1.36448
C 0.22498 -6.03783 -1.80865
C 0.52191 -6.34220 -3.25902
O -0.33656 -5.62141 -4.11997
C 0.24373 -5.33260 -5.37272
H -3.99057 -3.70580 -0.60450
H -4.01047 -5.35579 -1.26910
H -3.00371 -4.98777 0.14636
H -1.27006 -3.59430 -0.07249
H -1.69769 -2.39630 -1.31800
H 0.60793 -2.77551 -1.49856
H -0.10556 -3.59011 -2.88959
H -0.83577 -6.17210 -1.59112
H 0.78035 -6.76458 -1.20913
H 0.37713 -7.41877 -3.42490
H 1.57089 -6.10004 -3.47009
H 1.19004 -4.79180 -5.25524
H -0.45466 -4.70073 -5.91724
H 0.42196 -6.24506 -5.95220
C -4.40536 7.96103 -1.86212
O -3.77582 8.89389 -1.01219
C -2.66690 8.36771 -0.31147
C -1.68907 9.46241 0.05400
O -0.88041 9.90820 -1.02249
C -1.49398 10.69832 -2.03010
C -1.77294 12.12615 -1.62097
O -2.88666 12.20728 -0.75042
C -2.81270 13.29296 0.14482
H -4.88070 7.15745 -1.28680
H -5.16762 8.49174 -2.42805
H -3.69062 7.52111 -2.56689
H -2.15103 7.61049 -0.91610
H -3.02158 7.89058 0.61346
H -0.98151 9.03943 0.77173
H -2.20275 10.29165 0.54403
H -2.39473 10.22097 -2.41989
H -0.76016 10.73469 -2.83870
H -1.98193 12.71374 -2.52547
H -0.87922 12.54150 -1.14035
H -1.88550 13.26261 0.72887
H -3.65748 13.21234 0.82616
H -2.87232 14.25249 -0.38133
C -3.92812 1.80017 -4.27371
O -5.02042 2.54947 -4.74802
C -5.54024 3.44623 -3.78221
C -6.23274 4.61863 -4.43796
O -5.35685 5.59744 -4.97201
C -4.64757 5.27882 -6.15908
C -5.48922 5.29666 -7.41417
O -6.32018 4.15285 -7.49527
C -7.52001 4.38805 -8.19694
H -4.23573 1.10955 -3.47825
H -3.53197 1.22797 -5.11036
H -3.13693 2.45635 -3.89108
H -4.73753 3.82033 -3.13437
H -6.27058 2.91292 -3.15740
H -6.78628 5.14300 -3.65539
H -6.95475 4.27615 -5.18157
H -4.11058 4.33303 -6.06353
H -3.90518 6.07401 -6.25951
H -4.81875 5.31456 -8.28438
H -6.09269 6.21177 -7.42661
H -8.07809 5.22331 -7.75862
H -8.12450 3.48628 -8.12137
H -7.33121 4.60051 -9.25528
C -1.28716 -12.33941 -0.54907
O -1.57188 -11.39320 0.45795
C -1.44862 -11.92271 1.76547
C -1.15882 -10.82925 2.76614
O 0.17969 -10.35039 2.73886
C 0.55651 -9.50877 1.66779
C 0.06494 -8.08428 1.79574
O -1.30921 -7.97415 1.49900
C -1.94951 -6.93123 2.19973
H -2.03207 -13.14229 -0.56582
H -1.30819 -11.81701 -1.50331
H -0.29300 -12.77921 -0.40857
H -0.64595 -12.66886 1.80319
H -2.39056 -12.41248 2.04675
H -1.27858 -11.25935 3.76233
H -1.87654 -10.01290 2.66677
H 0.27298 -9.93004 0.70121
H 1.64950 -9.47643 1.70897
H 0.62601 -7.45354 1.08487
H 0.26931 -7.72693 2.81466
H -1.81408 -7.03954 3.28180
H -3.01200 -6.98891 1.97360
H -1.57311 -5.94888 1.88673
*
```

The strongest force on any atom comes out at 0.62 eV/A. The HOMO-LUMO gap comes out at 6.27 eV.

Löwdin atomic charge list, values in e, 5 entries: number 1, O, carries 0.07; number 2, C, carries -0.79; number 3, Br, carries 0.87; number 4, C, carries -0.13; number 5, C, carries -0.39

DFT (ωB97M-V/def2-TZVPD) results for C23H25F3MnNO as an isolated structure in a non-equilibrium geometry.

Geometry as ORCA input:
```
! RIJCOSX wB97M-V def2-TZVPD def2/J DEFGRID3
* xyz -1 6
C 2.05222 -0.22826 2.62743
C 2.30204 -0.89319 1.41412
C 1.76864 -0.13271 0.36540
H 2.81630 -1.84591 1.27674
C 1.19143 1.07751 0.90610
C 1.34563 0.99315 2.36309
H 1.07678 2.01813 0.36617
C -0.97028 -1.50434 3.45646
C -0.06380 -2.50951 3.02470
C -0.22210 -2.71837 1.63582
H 0.63448 -3.06142 3.66167
C -1.19910 -1.80070 1.15788
C -1.86194 -1.21216 2.33669
H 1.89364 -0.33491 -0.69757
H 1.24088 1.85702 3.02406
H 2.38823 -0.54171 3.61859
H -2.89889 -0.86539 2.34925
H 0.27624 -3.46226 1.01094
H -1.14959 -1.19143 4.49320
Mn -0.54329 0.21477 1.72088
C -1.67223 -1.53910 -0.24332
C -3.20113 -1.71738 -0.24480
C -1.00916 -2.44888 -1.28100
H -3.42583 -2.71061 0.14993
H -3.60941 -1.67271 -1.25284
H -3.70977 -0.97452 0.37153
H -1.18064 -3.50053 -1.02095
H 0.07274 -2.26677 -1.36506
H -1.47260 -2.27193 -2.25861
C -1.16925 -0.08182 -0.53046
C -2.04712 0.82806 -1.35121
H -0.15133 -0.07004 -0.93128
H -1.28467 0.65372 0.37759
O -3.20580 0.95284 -0.91007
N -1.41045 1.60786 -2.31772
C -0.22679 2.45125 -1.96971
H -2.09181 2.14247 -2.84994
C 1.08589 1.85287 -2.40701
C 2.29615 2.47651 -2.06139
H 2.26967 3.44076 -1.54132
C 3.52186 1.87436 -2.37700
H 4.45620 2.36141 -2.08126
C 3.54694 0.66458 -3.08035
H 4.50427 0.18878 -3.31102
C 2.34476 0.07531 -3.48684
H 2.34751 -0.84589 -4.07242
C 1.11890 0.67866 -3.16574
H 0.17612 0.26767 -3.53081
H -0.21035 2.65179 -0.88365
H -0.34964 3.43580 -2.44975
F -0.96166 1.52961 4.04897
C -1.45068 1.64936 2.75744
F -2.81488 1.53853 2.84431
F -1.16333 2.91965 2.31415
*
```

As for the expectation value of S²: 8.804. The strongest force on any atom comes out at 2.97 eV/A. The HOMO-LUMO gap (spin up / spin down) comes out at 5.56 / 6.52 eV.

Löwdin atomic charge list, values in e, 5 entries: number 1, C, carries -0.14; number 2, C, carries -0.16; number 3, C, carries -0.15; number 4, H, carries 0.09; number 5, C, carries -0.25